Below is C6H9NS in the gas phase in a non-equilibrium geometry, with properties calculated with ωB97M-V with the def2-TZVPD basis set.

```
! wB97M-V def2-TZVPD RIJCOSX def2/J DEFGRID3
* xyz 0 1
C -0.967 1.784 1.861
C -0.550 1.208 0.671
C 0.714 0.271 0.456
N 1.662 0.461 -0.678
C 1.524 -0.784 -1.198
S 2.130 -1.693 -2.413
C 0.353 -1.170 -0.138
C -0.925 -1.298 -0.906
H -1.963 2.338 1.959
H -0.154 1.899 2.701
H -1.501 1.483 -0.047
H 1.041 -0.061 1.529
H 2.006 1.375 -0.929
H 0.621 -2.009 0.506
H -1.274 -2.169 -1.381
H -1.840 -1.096 -0.201
H -0.878 -0.539 -1.793
*
```

Properties
SMILES: C=C[C@@H]1NC(=S)[C@@H]1C
Energy relative to the best compared isomer or geometry (same formula, charge and spin): 77.2 kcal per mole
Maximum force: 0.0762 hartree/bohr
E_LUMO: 0.80 eV
Highest occupied orbital energy: -8.301 eV

=====

Below is a molecular structure, C6H9NS in a non-equilibrium geometry, with properties calculated with ωB97M-V with the def2-TZVPD basis set.

```
! wB97M-V def2-TZVPD RIJCOSX def2/J DEFGRID3
* xyz 0 1
C -1.123 1.673 0.011
C -0.868 0.201 0.274
C -0.575 -0.650 -1.001
C 0.794 -1.188 -0.614
C 0.429 -0.083 1.040
C 1.511 0.005 -0.001
H -1.254 2.225 0.977
H -0.282 2.129 -0.514
H -2.015 1.796 -0.580
H -1.699 -0.238 0.822
H -0.539 -0.058 -1.927
H -1.262 -1.449 -1.138
H 1.301 -1.894 -1.274
H 1.479 -1.883 1.227
H 0.573 0.310 2.011
N 0.560 -1.576 0.821
S 2.969 0.680 -0.133
*
```

Properties
Energy relative to the best compared isomer or geometry (same formula, charge and spin): 37.3 kcal per mole
Maximum force: 0.0254 hartree/bohr
E_LUMO: 0.31 eV
Highest occupied orbital energy: -8.498 eV

=====

Below is C6H9NS in the gas phase in a non-equilibrium geometry, with properties calculated with ωB97M-V with the def2-TZVPD basis set.

```
! wB97M-V def2-TZVPD RIJCOSX def2/J DEFGRID3
* xyz 0 1
C 1.081 0.010 1.772
C -0.171 -0.239 1.029
N -0.256 -1.568 0.500
C -0.679 -1.738 -0.705
C -1.109 -0.732 -1.631
C -0.943 0.564 -1.374
C -0.291 1.123 -0.188
S 1.235 1.993 -0.690
H 1.932 -0.632 1.400
H 1.007 -0.208 2.769
H 1.343 0.964 1.636
H -1.131 -0.090 1.594
H -0.667 -2.763 -1.033
H -1.509 -0.948 -2.606
H -1.140 1.287 -2.125
H -0.865 1.960 0.327
H 2.163 1.019 -0.675
*
```

Properties
SMILES: C[C@@H]1N=CC=C[C@@H]1S
Energy relative to the best compared isomer or geometry (same formula, charge and spin): 49.8 kcal per mole
Maximum force: 0.0753 hartree/bohr
E_LUMO: 0.30 eV
Highest occupied orbital energy: -8.984 eV